Below is a cluster of 3 separate species, C37H57FIN3O8Si in total at a distorted geometry, with properties calculated with the ωB97M-V functional and the def2-TZVPD basis.

Element x y z (Å)
I (-3.06270, -0.79012, 4.62732)
Si (-3.14613, 0.52925, -1.78141)
F (-1.73890, -2.46455, 7.22037)
O (4.96319, 2.55942, 4.39196)
O (1.91180, 1.16400, 6.47249)
O (0.05743, -4.60417, 4.16062)
O (0.79971, -8.86032, 2.81327)
O (-0.36556, -1.07480, 2.45430)
O (1.57301, 2.77899, -5.45006)
O (-1.75647, 1.53203, -1.44386)
O (1.46965, 2.05400, -9.91960)
N (-0.82484, -6.34063, 1.89063)
N (2.17485, 5.41509, -2.82731)
N (-0.53740, 2.57385, -7.76273)
C (-1.21776, -4.52651, 3.51802)
C (-0.75581, -0.36616, 8.23984)
C (-0.66572, 3.19361, -6.44164)
C (-1.47214, 1.54838, -0.01722)
C (-1.64794, -5.90707, 3.02024)
C (4.32215, 3.00323, 5.37765)
C (1.48667, 5.30263, -0.25222)
C (0.24315, 2.76546, -10.09644)
C (-3.83043, 0.96463, -3.54159)
C (2.21058, 3.11114, 3.88732)
C (1.63070, 3.02920, 1.19471)
C (2.44573, 2.40030, -6.50558)
C (-4.62585, 0.87503, -0.57409)
C (1.32100, 1.87130, 4.11106)
C (-0.50385, -1.80832, 7.59893)
C (-1.17120, 0.75983, 7.17292)
C (-1.04371, 0.02238, 4.60714)
C (2.53347, 4.04081, -2.71608)
C (1.86548, 3.77739, -0.17561)
C (0.06260, 1.07657, 0.16346)
C (-1.01236, -7.74775, 1.53140)
C (0.76963, 1.76083, 1.41372)
C (2.34274, 3.65604, 2.44886)
C (1.05431, 1.22369, 5.56190)
C (-0.60103, -8.80312, 2.57232)
C (2.42077, 3.12686, -1.47621)
C (0.63662, 1.21952, 2.85276)
C (2.98599, 3.85055, 5.09860)
C (1.27141, -7.93385, 3.78140)
C (1.30348, 0.64484, -9.92567)
C (0.61091, 3.76697, -5.80336)
C (-0.13413, 3.50813, -8.81403)
C (-0.43403, 0.62522, 5.75497)
C (1.08969, -3.94808, 3.43996)
C (-0.27294, -0.06818, 3.18916)
C (-2.76814, -1.35109, -1.75980)
C (1.69489, 5.99301, -1.61630)
H (-1.93254, -4.19397, 4.27820)
H (4.73141, 2.77699, 6.43203)
H (0.31199, 4.23780, -4.86100)
H (-2.10459, 0.78491, 0.57992)
H (0.59940, 1.31092, -0.83114)
H (2.71665, 2.01660, -1.48400)
H (0.05440, -0.07676, 0.22937)
H (0.42006, 3.50419, -10.88509)
H (1.41488, 7.10965, -1.66112)
H (-1.42705, 3.97934, -6.49080)
H (-1.63244, 2.62627, 0.36658)
H (-0.86920, -9.78068, 2.15771)
H (-1.56433, -6.60352, 3.86118)
H (-2.05980, -7.90637, 1.25300)
H (1.98244, -3.92968, 4.06876)
H (3.26469, 4.92510, 4.83738)
H (-2.29521, 0.84162, 6.98700)
H (-0.41862, -7.91997, 0.62803)
H (-2.72589, -1.68565, -2.86705)
H (1.32939, -4.48861, 2.51951)
H (-4.38571, 0.58483, 0.50845)
H (3.39746, 2.09350, -6.06365)
H (0.24420, -1.82490, 6.73919)
H (-1.71068, -1.56375, -1.34123)
H (0.77878, 0.30828, -9.02690)
H (-4.92800, 0.59770, -3.54358)
H (0.76328, 0.31635, -10.81909)
H (2.29448, 0.18715, -9.93549)
H (-2.69663, -5.86653, 2.70740)
H (-0.04645, -2.46579, 8.43282)
H (-0.56866, 2.11202, -10.43426)
H (0.52714, -7.72040, 4.55349)
H (0.15262, -6.20088, 2.12322)
H (1.59279, -7.01083, 3.29477)
H (1.06378, 4.56199, -6.40405)
H (-5.50786, 0.23439, -0.91311)
H (2.04316, 1.53469, -7.03529)
H (-0.96230, 4.19273, -9.02478)
H (2.63925, 3.21999, -7.20280)
H (-1.15956, -8.71234, 3.50940)
H (-3.84096, 2.10754, -3.70349)
H (-1.05618, 2.42059, -5.77208)
H (-0.85481, 1.78566, 7.60451)
H (0.15546, -0.07954, 8.88350)
H (-3.57135, -1.98447, -1.24331)
H (-1.64182, -0.46595, 8.97650)
H (0.15234, 1.83278, -7.69904)
H (1.08720, 5.80114, 0.69090)
H (-1.23031, -3.78724, 2.70977)
H (0.81177, -2.91754, 3.20597)
H (-4.88393, 1.98973, -0.62101)
H (2.95164, 3.54525, -3.66711)
H (2.15118, -8.36764, 4.26328)
H (2.35137, 3.77097, 6.05824)
H (0.73413, 4.09996, -8.50612)
H (-3.28744, 0.41812, -4.38120)
H (2.98241, 4.59482, 2.29127)

Force components x, y, z for each atom (eV/Å):
1.52 0.54 -0.17
-0.43 0.43 -0.51
1.68 1.18 0.31
-2.00 1.43 3.42
-2.76 0.54 -2.85
0.02 0.23 -0.33
-0.35 0.15 0.27
0.05 3.44 2.30
0.05 0.25 -0.42
-1.78 -1.43 1.06
-0.35 -0.32 -0.08
-0.18 -0.12 0.16
-0.30 -2.53 4.23
0.06 0.24 -0.06
-0.30 -0.41 0.29
-0.89 -0.60 -0.12
0.25 -0.31 0.01
1.05 0.01 0.35
0.47 0.33 -0.14
1.53 -0.90 -3.06
1.71 -2.86 -3.02
0.20 0.58 0.19
-0.47 0.24 0.04
-1.34 -0.97 -2.14
0.50 -0.53 3.25
0.02 -0.20 0.34
0.22 0.14 0.38
0.33 1.10 -2.80
0.47 -0.41 1.52
1.13 0.89 -0.40
1.87 1.41 1.50
-0.38 -0.41 1.86
-0.14 1.66 -2.39
-0.14 -0.23 -0.14
0.35 0.12 0.08
1.55 0.96 1.72
-1.88 -2.17 0.23
0.59 -0.32 0.36
-0.05 -0.21 -0.51
-1.30 3.66 0.88
0.90 1.62 0.37
-0.33 -1.73 0.11
0.29 -0.22 -0.18
0.24 0.17 0.02
-0.51 -0.01 0.38
0.04 -0.58 -0.08
-1.05 -0.81 -2.07
0.01 -0.07 0.25
0.23 -0.86 -0.69
0.82 -0.68 -0.63
-0.10 -1.52 1.40
0.02 0.01 -0.04
-0.93 0.56 -1.22
0.07 -0.05 -0.03
0.73 1.40 -0.84
-0.79 -0.01 1.82
-0.45 2.06 -0.14
0.17 1.94 0.23
-0.03 -0.03 0.03
0.52 -1.98 -0.10
0.09 0.04 -0.04
0.23 -1.77 -0.43
0.06 0.04 0.01
-0.17 0.06 0.18
0.00 0.01 0.11
-0.10 -0.09 0.02
-0.47 -1.49 0.36
1.61 -0.49 0.24
-0.05 -0.11 0.07
-0.08 0.43 1.72
0.04 0.14 -0.13
-0.41 0.48 -1.48
-0.07 0.06 0.04
-1.36 0.15 0.86
-1.80 0.16 -0.43
-0.12 -0.14 -0.08
1.67 0.59 -0.07
-0.05 -0.04 0.08
-0.04 0.13 0.01
0.05 -0.03 -0.01
-0.81 0.94 -1.33
0.10 -0.08 0.17
-0.03 0.07 -0.11
-0.15 0.03 -0.03
-0.07 0.17 0.19
0.11 -0.12 -0.12
1.08 0.97 0.40
0.09 0.05 -0.23
0.02 -0.03 0.04
-0.11 -0.05 -0.02
0.10 0.17 0.08
0.06 -1.84 0.06
0.04 0.12 0.06
-0.46 -1.59 -0.68
-1.26 -0.36 -1.35
1.29 0.94 -0.58
1.42 0.06 -1.13
-0.11 0.09 -0.04
0.59 -0.56 -1.69
0.17 -0.11 0.01
0.03 -0.11 -0.11
0.14 -1.58 0.16
-0.88 1.03 1.63
-0.09 -0.06 -0.06
0.89 0.46 -1.57
0.04 0.18 -0.18
-0.63 0.92 1.03
-1.04 -1.64 0.22

Its LUMO energy is -1.567 eV. The SMILES is C[Si](C)(C)OCCc1c(-c2ccncc2)cc(CC=O)c2c1C(=O)C(I)=C(CCCF)C2=O.COCCNCCOC.COCCNCCOC. The HOMO-LUMO gap comes out at 0.253 Eh. The value obtained for the HOMO energy is -8.45 eV.

Mulliken population analysis, charges in e, atoms 1 to 4:
1 I 0.04
2 Si 0.73
3 F -0.30
4 O -0.48

Below is a structure of composition C28H29BF6N6S2V at a distorted geometry, with properties calculated with the ωB97M-V functional and the def2-TZVPD basis.

Element x y z (Å)
V (0.34248, -0.26108, 0.16161)
S (2.35809, 2.07862, -3.38246)
S (-2.28156, -2.10015, -1.64570)
F (-1.58368, 0.84645, -1.41378)
F (-1.73988, 5.97179, 0.31178)
F (-2.67494, 2.74783, -2.97809)
F (2.57918, -0.70619, 2.22997)
F (2.63353, 1.26860, 1.21072)
F (-0.52999, 4.16633, 1.81447)
N (-1.00443, -0.97106, 2.05468)
N (0.87270, -2.08624, -0.54151)
N (1.60321, 0.57676, -1.40572)
N (0.16306, -1.65862, -2.78217)
N (-1.50839, -0.82121, -3.90044)
N (-0.44919, 1.36661, 0.94972)
C (-1.69602, 4.70728, -0.12823)
C (-1.57926, 2.14276, -0.99569)
C (1.24370, 1.55626, -2.17633)
C (2.15144, -4.09583, -0.12027)
C (4.72040, 0.57858, -3.34825)
C (-0.98194, 2.39678, 0.26102)
C (-3.42693, -0.77838, 2.88490)
C (1.46374, -2.98069, 0.29106)
C (1.61691, -3.51061, -2.35466)
C (-0.52934, 1.44726, 2.40539)
C (5.47122, -0.39595, -2.72685)
C (-0.49172, 0.03613, 2.99984)
C (-0.84459, -2.28783, 2.70154)
C (-1.20798, -1.51303, -2.76579)
C (2.90175, 0.16181, -1.74790)
C (-1.09017, 3.75310, 0.66192)
C (-2.42976, -0.72072, 1.72438)
C (4.96205, -1.06714, -1.61402)
C (-2.16142, 3.10378, -1.78343)
C (-2.84184, -0.41235, -4.27304)
C (0.66766, -1.13833, -3.96847)
C (-2.23855, 4.41812, -1.36870)
C (2.27015, -4.36143, -1.48268)
C (-0.36283, -0.60539, -4.64194)
C (3.45518, 0.85272, -2.84142)
C (3.70120, -0.80074, -1.12374)
C (-1.31852, -3.47375, 1.87380)
C (0.90230, -2.43490, -1.85496)
B (1.96863, 0.08594, 1.28489)
H (-2.40582, -3.55929, 1.87014)
H (-3.55268, -1.01441, -3.71373)
H (-1.37690, -2.28960, 3.66081)
H (1.62675, -3.68180, -3.42279)
H (0.31538, 2.09519, -2.09037)
H (1.41683, -2.73847, 1.34173)
H (-0.91032, -4.39184, 2.29925)
H (-2.98947, -0.57519, -5.33972)
H (-3.20718, -0.04395, 3.66043)
H (-0.37963, -0.06201, -5.57028)
H (0.21345, -2.40009, 2.94412)
H (-2.49327, 0.25851, 1.25583)
H (0.53023, -0.23725, 3.24932)
H (6.46380, -0.62646, -3.09065)
H (2.60585, -4.74211, 0.61756)
H (-2.72028, -1.44998, 0.97282)
H (-4.42076, -0.55482, 2.49606)
H (0.28019, 2.03831, 2.84266)
H (-0.98852, -3.39047, 0.84146)
H (-1.47055, 1.93227, 2.69177)
H (3.34712, -1.32833, -0.25508)
H (-3.47216, -1.76616, 3.34458)
H (5.56872, -1.80894, -1.11137)
H (-3.00736, 0.63955, -4.03603)
H (-2.69114, 5.18439, -1.97890)
H (1.71528, -1.17247, -4.20998)
H (2.82188, -5.21634, -1.84711)
H (5.10401, 1.13688, -4.19220)
H (-1.06012, 0.02526, 3.93824)

Force components x, y, z for each atom (eV/Å):
-2.06 -0.87 -0.79
-0.09 -0.21 0.19
-0.04 -0.26 0.21
0.08 0.20 -0.08
0.05 0.06 0.08
-0.03 -0.04 -0.04
0.13 -0.05 0.09
0.12 0.04 0.10
0.02 -0.07 0.06
-0.03 -0.05 0.06
0.44 -1.26 -1.04
0.12 0.34 -0.48
-0.22 0.11 -0.04
0.24 -0.21 0.17
-0.44 1.40 0.31
-0.12 -0.10 -0.20
0.03 -0.09 0.19
0.30 0.17 -0.14
0.05 -0.11 -0.19
0.09 0.00 0.00
-0.36 0.32 0.04
0.14 -0.02 -0.06
0.04 0.12 0.13
-0.04 -0.09 0.02
-0.14 0.06 -0.11
0.03 0.06 -0.09
-0.03 0.25 -0.03
0.00 -0.12 -0.05
-0.02 0.08 -0.07
0.37 0.16 -0.41
0.12 -0.18 -0.03
-0.21 -0.06 0.16
-0.06 -0.05 0.07
0.01 0.08 0.07
-0.23 0.14 -0.10
0.20 0.07 -0.07
0.01 0.07 0.01
-0.04 0.11 0.09
0.03 0.11 -0.04
-0.25 0.09 0.11
-0.18 -0.06 0.04
-0.03 0.15 0.03
0.03 -0.16 0.26
1.93 0.16 1.31
0.00 0.00 -0.01
0.03 -0.03 0.02
0.08 0.02 0.06
-0.06 -0.02 0.01
-0.10 -0.11 0.08
0.02 0.10 -0.02
-0.04 -0.02 -0.01
0.04 -0.01 0.00
-0.02 -0.01 0.02
0.00 -0.05 -0.01
0.02 0.06 0.00
0.06 -0.03 -0.07
-0.01 -0.10 0.02
-0.01 0.00 0.00
-0.01 0.03 0.03
0.04 0.01 -0.09
0.00 0.01 -0.01
0.00 -0.01 0.05
-0.05 -0.02 -0.08
0.02 0.04 0.02
-0.07 -0.06 0.10
-0.02 0.00 0.04
0.00 0.00 -0.01
0.05 -0.07 0.01
0.00 0.00 0.00
0.03 0.04 0.08
0.02 0.01 0.00
0.02 -0.03 0.00
0.01 -0.03 0.01

Its LUMO energy (spin up / spin down) is 0.110 / 0.105 eV. The expectation value of S² is 3.778. The value obtained for the energy above the lowest of the compared OMol25 structures with the same formula, charge and spin is 25.8 kcal per mole. The spin multiplicity is 4. The HOMO-LUMO gap (spin up / spin down) comes out at 0.210 / 0.269 Eh. The value obtained for the HOMO energy (spin up / spin down) is -5.61 / -7.21 eV.

Mulliken population analysis, charges in e, atoms 1 to 4:
1 V -0.02
2 S -0.30
3 S -0.47
4 F 0.26

Q: What is the formula in the second record?
A: C28H29BF6N6S2V